(1)
{"formula": "C21H25FeN4O3", "method": "ωB97M-V with the def2-TZVPD basis set", "spin_multiplicity": 5, "e_tot_ha": -2523.418608, "total_charge": -1, "species": ["O", "C", "Fe", "C", "O", "C", "O", "C", "C", "C", "C", "C", "C", "C", "H", "H", "H", "H", "H", "H", "H", "H", "H", "C", "N", "C", "C", "N", "C", "C", "N", "C", "C", "C", "N", "C", "C", "C", "H", "H", "H", "H", "H", "H", "H", "H", "H", "H", "H", "H", "H", "H", "H", "H"], "coordinates": [[4.492, 2.071, 0.469], [4.088, 3.160, 0.612], [3.041, 4.547, 0.995], [4.049, 5.667, 1.824], [4.942, 5.962, 2.513], [2.707, 3.661, 2.445], [2.444, 2.907, 3.304], [0.030, 2.463, -0.516], [-0.616, 2.770, 0.796], [-0.470, 4.241, 1.241], [0.926, 4.858, 1.304], [1.433, 5.351, 0.039], [1.774, 4.354, -0.917], [1.230, 2.999, -0.947], [-0.505, 1.733, -1.177], [-1.694, 2.612, 0.628], [-0.333, 2.118, 1.652], [-1.106, 4.861, 0.581], [-0.947, 4.374, 2.225], [0.942, 5.563, 2.151], [1.494, 6.428, -0.191], [2.351, 4.678, -1.805], [1.922, 2.293, -1.448], [-3.149, -1.652, -3.382], [-2.565, -2.462, -2.330], [-2.462, -3.861, -2.645], [-2.100, -4.723, -1.454], [-1.201, -4.085, -0.527], [-0.467, -4.970, 0.343], [0.048, -4.279, 1.587], [0.516, -2.940, 1.340], [1.284, -2.351, 2.422], [-0.121, -2.146, 0.437], [0.102, -0.752, 0.382], [-0.599, -0.040, -0.492], [-1.537, -0.513, -1.319], [-1.767, -1.903, -1.377], [-1.045, -2.739, -0.478], [-3.600, -0.745, -2.966], [-2.409, -1.371, -4.149], [-3.930, -2.241, -3.875], [-3.428, -4.172, -3.050], [-1.736, -4.022, -3.457], [-3.031, -5.010, -0.939], [-1.642, -5.654, -1.808], [-1.120, -5.806, 0.620], [0.389, -5.399, -0.201], [-0.732, -4.285, 2.364], [0.884, -4.846, 2.000], [2.024, -1.644, 2.028], [0.634, -1.829, 3.144], [1.802, -3.160, 2.948], [0.834, -0.254, 1.037], [-2.068, 0.182, -1.985]], "lowdin_charge": [0.05, -0.17, 0.16, -0.23, 0.02, -0.24, 0.06, -0.16, -0.23, -0.23, -0.26, -0.29, -0.20, -0.16, 0.06, 0.09, 0.10, 0.10, 0.09, 0.09, 0.10, 0.09, 0.08, -0.06, -0.16, -0.16, -0.14, -0.09, -0.14, -0.16, -0.16, -0.05, -0.15, -0.06, 0.00, -0.08, -0.16, -0.08, 0.08, 0.10, 0.08, 0.11, 0.13, 0.12, 0.12, 0.12, 0.13, 0.13, 0.12, 0.09, 0.10, 0.08, 0.11, 0.10]}

***

(2)
{"formula": "C5H10O6PS", "method": "ωB97M-V with the def2-TZVPD basis set", "spin_multiplicity": 1, "e_tot_ha": -1387.502640, "total_charge": -1, "species": ["C", "C", "C", "C", "C", "O", "O", "O", "O", "O", "O", "P", "S", "H", "H", "H", "H", "H", "H", "H", "H", "H", "H"], "coordinates": [[-1.434, 1.526, 1.437], [-1.146, 0.730, 0.436], [2.341, 1.979, -0.759], [1.929, -1.649, 0.513], [-2.611, -0.235, -0.725], [-2.637, -1.837, 1.327], [0.465, -0.167, -1.810], [-2.379, -2.738, -0.979], [-0.627, -1.516, 0.180], [1.006, 1.839, -0.413], [1.607, -0.295, 0.598], [0.370, 0.220, -0.367], [-2.111, -1.694, -0.004], [-0.688, 2.149, 2.047], [-2.395, 1.717, 1.905], [2.541, 3.036, -1.099], [2.777, 1.394, -1.648], [2.923, 1.605, 0.165], [1.103, -2.256, 0.993], [2.938, -1.852, 0.786], [1.974, -2.015, -0.490], [-3.667, 0.114, -0.325], [-2.278, -0.055, -1.767]], "lowdin_charge": [-0.04, -0.20, -0.23, -0.16, -0.10, -0.33, -0.30, -0.34, -0.45, -0.32, -0.25, 0.53, 0.38, 0.09, 0.05, 0.08, 0.09, 0.09, 0.10, 0.07, 0.07, 0.11, 0.07]}

***

(3)
{"formula": "CHClNO2S", "method": "ωB97M-V with the def2-TZVPD basis set", "spin_multiplicity": 1, "relative_energy_kj_mol": 205.48, "e_tot_ha": -1102.315125, "total_charge": -1, "species": ["C", "N", "O", "O", "S", "Cl", "H"], "coordinates": [[0.348, 1.547, 1.826], [1.952, 0.115, -1.242], [0.610, 2.629, 1.507], [0.155, 0.584, 2.435], [0.523, 0.662, -0.730], [3.153, -0.014, 0.160], [-0.622, -0.474, -0.468]], "lowdin_charge": [-0.63, -1.00, 0.11, 0.13, 0.38, 0.12, -0.11]}